(1)
Molecular formula: C22H26CoNO2P2S2
Method: DFT, wB97M-V/def2-TZVPD

Structure (XYZ):
```
56
Properties=species:S:1:pos:R:3:mulliken_charge:R:1
Co -0.113 1.405 0.468 -0.090
N -1.651 2.293 -0.790 -0.362
C -2.870 1.539 -0.960 0.231
C -3.983 2.130 -1.538 -0.430
C -5.164 1.422 -1.663 -0.689
C -5.237 0.115 -1.210 -0.768
C -4.132 -0.487 -0.636 -0.627
C -2.932 0.213 -0.525 -0.307
P -1.437 -0.476 0.265 1.992
C -0.368 -1.062 -1.082 0.186
C -0.626 -0.870 -2.435 -0.244
C 0.310 -1.284 -3.367 -0.808
C 1.498 -1.869 -2.957 -0.480
C 1.747 -2.076 -1.607 -0.756
C 0.823 -1.665 -0.670 -0.377
C -1.995 -2.038 1.014 0.164
C -2.332 -2.108 2.361 -0.311
C -2.789 -3.304 2.890 -0.673
C -2.911 -4.425 2.085 -0.499
C -2.581 -4.350 0.742 -0.736
C -2.118 -3.166 0.202 -0.141
H -1.159 2.359 -1.688 0.366
H -1.889 3.251 -0.527 0.427
H -3.918 3.150 -1.883 0.466
H -6.024 1.896 -2.107 0.417
H -6.165 -0.428 -1.295 0.440
H -4.209 -1.500 -0.268 0.376
H -1.553 -0.411 -2.752 0.503
H 0.113 -1.145 -4.420 0.442
H 2.237 -2.160 -3.689 0.422
H 2.666 -2.545 -1.288 0.454
H 1.006 -1.800 0.390 0.457
H -2.233 -1.233 2.988 0.473
H -3.047 -3.364 3.935 0.418
H -3.261 -5.356 2.501 0.417
H -2.680 -5.217 0.108 0.424
H -1.856 -3.112 -0.846 0.472
C 5.468 2.764 -0.533 -0.918
C 4.280 3.681 -0.729 -0.240
O 3.376 3.653 0.387 -0.387
P 2.283 2.546 0.749 0.486
S 0.137 2.159 2.473 -0.328
S 1.554 1.767 -1.009 -0.453
O 3.078 1.225 1.212 -0.024
C 3.837 1.183 2.427 -0.401
C 3.235 0.153 3.366 -1.039
H 6.186 2.933 -1.331 0.409
H 5.153 1.724 -0.558 0.186
H 5.958 2.974 0.414 0.277
H 3.734 3.415 -1.638 0.306
H 4.603 4.721 -0.791 0.296
H 3.849 2.179 2.881 0.441
H 4.856 0.903 2.148 0.281
H 2.165 0.329 3.460 0.182
H 3.697 0.224 4.347 0.378
H 3.384 -0.852 2.977 0.300
```

As for the expectation value of S²: 8.777. As for the charge: +1. Its spin multiplicity is 6. Its gap between HOMO and LUMO (spin up / spin down) is 8.975 / 6.418 eV. The HOMO energy (spin up / spin down) comes out at -11.14 / -11.64 eV.

(2)
Molecular formula: C4H11N2S
Method: DFT, wB97M-V/def2-TZVPD

Structure (XYZ):
```
18
Properties=species:S:1:pos:R:3:mulliken_charge:R:1
C 2.057 0.769 0.019 -3.181
N 0.964 1.223 -0.838 -0.162
C -0.049 0.145 -1.105 -0.671
C -1.456 0.470 -0.652 -0.542
S -2.446 -1.050 -0.332 -0.786
C 1.655 0.466 1.467 -1.494
N 1.797 -0.982 1.783 -0.636
H 2.531 -0.074 -0.502 0.549
H 2.864 1.508 -0.041 1.507
H 0.498 1.957 -0.318 0.419
H 0.383 -0.814 -0.812 0.275
H -0.037 0.015 -2.196 0.226
H -2.015 0.974 -1.440 0.207
H -1.462 1.037 0.284 0.300
H 0.622 0.755 1.670 -0.166
H 2.298 0.988 2.192 1.579
H 0.967 -1.373 2.205 0.338
H 1.997 -1.497 0.936 0.238
```

As for the expectation value of S²: 0.751. As for the charge: -2. Its spin multiplicity is 2. Its gap between HOMO and LUMO (spin up / spin down) is 1.795 / 5.933 eV. The HOMO energy (spin up / spin down) comes out at 4.18 / 0.01 eV.

(3)
Molecular formula: C2HF4P
Method: DFT, wB97M-V/def2-TZVPD

Structure (XYZ):
```
8
Properties=species:S:1:pos:R:3:mulliken_charge:R:1
C 1.060 -1.079 0.086 -0.025
C -0.784 0.888 -0.080 0.588
F 2.128 -1.935 -0.118 -0.186
F -1.464 -0.209 -0.472 -0.208
F -1.061 1.891 -0.933 -0.227
F -1.203 1.294 1.130 -0.210
P 1.219 0.555 -0.240 -0.058
H 0.105 -1.406 0.627 0.327
```

As for the expectation value of S²: 2.006. Its spin multiplicity is 3. Its gap between HOMO and LUMO (spin up / spin down) is 7.981 / 7.829 eV. The HOMO energy (spin up / spin down) comes out at -7.41 / -10.95 eV.

(4)
Molecular formula: ClNO3
Method: DFT, wB97M-V/def2-TZVPD

Structure (XYZ):
```
5
Properties=species:S:1:pos:R:3:mulliken_charge:R:1
N 0.740 0.582 1.154 0.738
O -0.770 -0.518 -0.769 -0.185
O 0.569 -0.388 0.492 -0.285
O 0.541 1.741 1.135 -0.393
Cl -1.080 -1.416 -2.011 0.125
```

As for the expectation value of S²: 2.008. Its spin multiplicity is 3. Its gap between HOMO and LUMO (spin up / spin down) is 9.713 / 7.682 eV. The HOMO energy (spin up / spin down) comes out at -9.39 / -10.15 eV.

Computed relative energy (zero: lowest compared OMol25 entry of this formula, charge and spin), in the same sequence as the records: 54.1; 97.3; 41.8; 19.5 kJ/mol.
Computed E_tot, in the same sequence as the records: -3920.82506; -666.54692; -817.46458; -740.37726 a.u..